Entry 1:
The following is a quantum chemistry calculation of C18H54BF4O9RbS9 as an isolated structure at a distorted geometry, from OMol25.

CARTESIAN COORDINATES (ANGSTROEM)
F -10.748 24.983 -7.267
F -9.535 23.623 -5.831
H -7.471 22.041 -2.724
S -13.818 27.888 -4.795
H -5.757 22.721 -4.827
H -10.614 19.406 -4.397
H -13.823 23.268 -6.069
H -11.750 20.686 -4.524
H -8.629 20.708 0.554
C -11.102 20.050 -5.128
S -8.706 27.901 -3.157
H -6.118 24.284 -7.480
H -7.158 26.383 -4.540
O -16.401 21.589 -6.561
H -9.590 19.879 -10.938
H -4.984 26.369 -9.320
H -13.732 20.765 -6.725
O -8.150 27.834 -1.759
H -11.980 29.479 -5.088
H -8.198 23.324 -11.408
S -9.496 21.916 -1.620
H -8.141 22.336 0.219
H -11.946 26.529 -5.848
S -5.535 21.340 -6.740
C -5.353 21.715 -4.944
H -5.951 21.016 -4.360
H -7.655 21.676 -11.234
S -11.064 21.530 -12.082
H -8.442 22.640 -9.855
H -4.024 21.992 -10.448
C -8.255 22.796 -2.661
C -7.756 22.622 -10.702
H -10.341 20.679 -5.590
Rb -11.901 24.568 -9.911
O -10.964 18.626 -7.452
H -8.863 26.062 -4.882
C -6.861 24.994 -7.119
H -15.134 24.102 -6.947
F -11.556 23.075 -6.421
O -5.592 24.313 -11.221
C -7.338 21.476 -6.889
C -13.048 29.585 -4.897
H -7.158 24.794 -6.089
H -10.726 19.703 -13.750
H -7.684 22.508 -6.949
C -17.472 23.830 -5.465
H -12.294 20.944 -7.743
H -11.046 27.971 -2.435
C -14.777 23.786 -5.967
H -4.346 21.535 -4.568
O -13.409 27.303 -3.441
H -8.125 25.487 -3.367
F -9.914 23.021 -7.913
H -6.137 27.798 -9.203
C -12.848 27.065 -6.145
S -6.295 26.736 -7.276
H -12.340 20.448 -13.857
C -11.567 20.093 -13.175
B -10.385 23.665 -6.835
H -10.905 27.431 -4.136
H -7.674 21.223 -7.895
H -6.802 26.139 -9.533
C -10.516 20.385 -10.662
H -7.779 24.891 -7.697
H -12.550 27.558 -7.070
S -6.107 23.290 -10.230
H -18.376 23.240 -5.309
H -7.881 20.862 -6.171
H -17.671 24.265 -6.444
H -13.292 30.207 -5.758
C -12.968 20.223 -7.282
H -7.457 20.871 -0.721
O -4.967 26.847 -6.495
H -5.374 20.895 -10.128
H -11.298 19.636 -10.537
S -16.110 22.624 -5.410
H -13.210 30.114 -3.957
H -14.535 24.610 -5.296
C -8.149 26.299 -4.094
C -10.479 27.357 -3.135
H -10.352 20.941 -9.738
S -11.986 19.035 -6.377
C -5.065 21.777 -10.689
C -8.307 21.367 -0.252
H -7.860 23.535 -1.965
H -8.529 23.204 -3.634
O -12.351 22.238 -11.622
H -10.536 26.309 -2.840
H -5.194 21.596 -11.756
H -12.120 19.314 -12.651
H -13.594 19.738 -8.032
O -9.836 20.603 -2.292
O -4.731 22.239 -7.653
H -13.530 26.280 -6.475
C -5.991 26.723 -9.099
H -17.217 24.584 -4.721

Output
F_max: 3.410 eV Å⁻¹
Total charge: 0

These are the Mulliken partial charges, in e, on atoms 1 to 6:
1 F -0.397
2 F 0.106
3 H -0.020
4 S 0.428
5 H 0.146
6 H 0.416

Entry 2:
The following is a quantum chemistry calculation of a 6-piece molecular cluster, C22H56NO17P3 overall at a distorted geometry, from OMol25.

CARTESIAN COORDINATES (ANGSTROEM)
H -1.488 3.015 -1.256
C 0.892 -6.010 -2.112
O -4.609 2.236 3.992
H -2.904 -1.973 -3.989
H 3.661 4.520 -0.486
O 1.173 -2.703 -4.307
H 3.325 2.142 0.597
N 1.289 2.133 -1.177
H 2.509 4.929 -1.722
H 0.125 3.775 0.767
H -0.379 -1.480 -4.485
O 3.406 -3.871 2.078
H 2.894 3.608 1.550
O 2.285 1.092 -1.429
H 0.077 0.333 -2.947
C -4.492 2.978 6.632
C 2.520 2.806 0.914
H -5.659 1.584 0.319
H -1.150 1.402 -3.537
H 1.142 5.126 0.350
P -3.546 -0.800 -0.754
H -4.135 -1.808 1.586
C -3.319 -2.201 -3.007
H 1.713 -6.614 -2.498
H -2.519 -2.633 -2.407
H -0.254 0.373 3.131
P 3.136 -2.292 1.912
H 1.809 2.193 1.468
O 0.654 -5.056 -3.139
C -5.159 1.285 -0.602
C 2.397 -4.939 2.231
C -3.634 1.947 4.646
H 4.322 0.312 0.894
H 2.678 -5.534 3.100
C 3.990 -1.964 4.513
H 0.810 -1.151 0.275
O -3.638 -0.919 -2.373
H -5.588 -2.774 1.187
O -2.499 1.348 4.208
H -4.737 3.900 6.105
H 1.321 -5.547 -1.223
C 0.006 -2.362 -4.997
H 0.126 -1.317 -1.100
H 0.959 -0.008 -0.772
P 1.154 -3.514 -2.899
H 3.894 -1.136 5.216
C -0.554 1.172 -2.654
H -1.166 0.810 -1.827
H -5.879 0.744 -1.216
C 3.442 -2.394 -2.088
C -0.772 1.186 2.623
C 1.897 3.296 -0.451
H 4.449 0.046 2.567
C 2.941 4.087 -1.180
O 2.003 -1.894 1.016
H -0.296 2.125 2.903
H -5.367 2.344 6.777
H 0.266 5.313 -1.944
C 4.861 -0.299 1.619
O 4.625 -1.720 1.456
H 4.037 -2.890 5.085
H 3.402 3.511 -1.982
C -0.762 3.421 -1.961
H -4.056 3.291 7.582
O 2.719 -3.579 -2.501
C 0.738 4.189 -0.034
H 1.898 2.137 -3.842
H 5.021 -1.854 4.178
C 0.332 2.366 -2.336
H -5.642 -0.969 1.480
H 2.887 -1.464 -1.967
H -0.592 -3.272 -5.033
H -1.315 3.776 -2.831
H 1.416 -4.521 2.460
H -2.739 1.890 2.240
H 3.915 -2.526 -1.115
H -1.015 5.200 -0.865
C 1.063 2.812 -3.653
H -4.218 -2.817 -3.003
O -4.802 -1.723 -0.296
C -5.091 -1.812 1.062
O 0.290 -2.847 -1.860
H -0.530 1.059 1.567
H -4.941 2.210 -1.137
O -3.480 2.320 5.936
H -2.801 0.246 2.396
H 1.313 3.870 -3.585
C -0.182 4.608 -1.244
O 3.019 -1.873 3.501
O 0.360 -0.674 -0.427
O -3.928 0.691 -0.359
O -2.236 -1.290 -0.222
H 4.284 -2.251 -2.765
C -2.289 1.100 2.841
H 0.332 -2.130 -6.011
H 2.353 -5.543 1.324
H -0.013 -6.576 -1.889
H 5.921 -0.048 1.659
H 0.321 2.713 -4.445

Output
F_max: 3.575 eV Å⁻¹
Energy above the lowest of the compared OMol25 structures with the same formula, charge and spin: 0.000 eV
Total charge: 0

These are the Mulliken partial charges, in e, on atoms 1 to 6:
1 H 0.121
2 C -0.405
3 O -0.568
4 H 0.181
5 H 0.437
6 O -0.433

Entry 3:
The following is a quantum chemistry calculation of the molecule C3H9O2PS at a distorted geometry, from OMol25.

CARTESIAN COORDINATES (ANGSTROEM)
O -1.342 0.122 -1.064
H 2.045 -2.201 1.353
S 1.084 -0.095 0.640
H -0.353 1.911 -1.287
H -1.707 1.913 -0.161
P -0.020 -0.752 -1.326
C -1.380 1.531 -1.140
H -1.917 1.873 -1.984
O -0.603 -2.152 -0.919
H 3.264 -1.008 0.968
H -1.804 -1.255 0.608
H -2.574 -2.318 -0.513
H -1.358 -3.128 0.641
C 2.368 -1.162 1.477
H 2.125 -0.830 2.503
C -1.625 -2.272 0.081

Output
F_max: 3.546 eV Å⁻¹
Energy above the lowest of the compared OMol25 structures with the same formula, charge and spin: 1.561 eV
SMILES: COP(OC)SC
Total charge: 0

These are the Mulliken partial charges, in e, on atoms 1 to 6:
1 O -0.230
2 H 0.224
3 S -0.243
4 H 0.302
5 H 0.265
6 P 0.269

Entry 4:
The following is a quantum chemistry calculation of a 2-piece molecular cluster, H2NO4S overall at a distorted geometry, from OMol25.

CARTESIAN COORDINATES (ANGSTROEM)
H -0.059 0.214 -0.233
O 1.706 1.611 -0.709
H -1.651 -0.406 1.124
O 1.553 -0.024 1.199
N -1.852 -0.725 0.235
S 1.351 0.264 -0.226
O -2.893 -0.237 -0.193
O 1.846 -0.697 -1.197

Output
F_max: 4.989 eV Å⁻¹
Energy above the lowest of the compared OMol25 structures with the same formula, charge and spin: 1.625 eV
Total charge: -1

These are the Mulliken partial charges, in e, on atoms 1 to 6:
1 H 0.036
2 O -0.638
3 H 0.240
4 O -0.636
5 N -0.013
6 S 0.920

Entry 5:
The following is a quantum chemistry calculation of C37H50NO31S2 as an isolated structure at a distorted geometry, from OMol25.

CARTESIAN COORDINATES (ANGSTROEM)
H -6.340 2.858 -3.783
O -8.529 4.935 9.238
C 11.828 -3.656 2.936
O -8.965 7.131 8.946
O -0.216 2.827 -1.677
C 8.756 -4.733 -4.840
C -4.773 6.122 3.692
H 7.926 -4.487 -1.327
C 2.105 0.693 -6.211
H -5.839 6.388 1.825
C -5.813 8.078 4.050
H 11.212 -2.458 1.232
O 10.601 -3.740 3.654
H -9.345 8.837 7.816
H 2.962 0.150 -8.129
C 0.061 3.235 1.443
C -7.985 -2.968 1.988
O 0.125 -5.049 0.829
O -2.227 4.498 1.883
C -8.246 -0.893 1.172
O 10.119 -4.180 1.504
H 6.956 -4.195 -5.928
O 5.897 -2.033 -0.925
H -1.378 -2.241 -0.668
H 1.975 -6.843 1.942
H 0.742 0.824 0.107
H 1.245 -0.271 -7.958
C 2.511 -1.828 -2.220
O -4.597 7.483 4.089
C 6.162 -3.415 -0.683
C -5.580 3.602 -1.896
H 4.131 -0.252 -2.458
O -7.415 2.253 -2.105
C 0.797 -6.162 0.249
H -10.400 -1.097 1.301
H 9.083 -3.698 -4.927
H 2.993 -2.570 -2.889
H 12.396 -4.576 3.098
H -0.248 2.194 1.736
H 0.198 -7.067 0.340
C -7.144 2.443 -0.786
H 12.421 -2.809 3.279
H 3.066 1.137 -5.939
N -2.388 3.052 -0.167
C 2.108 -1.458 -5.583
C -1.705 -0.122 -0.149
O 6.883 -6.038 -5.019
H -4.877 5.503 4.587
H -1.090 0.203 -2.327
H 2.912 -6.603 0.452
O 1.716 -0.221 -5.192
S -1.621 2.413 -1.508
O 0.870 -3.166 1.825
C 2.074 -6.231 1.041
O 7.877 -2.484 -1.881
C -8.442 7.199 6.719
H 0.810 3.104 0.615
H -7.677 7.565 6.036
C -0.820 -1.428 -0.117
C -6.030 6.173 2.878
C -8.523 5.906 8.550
O -6.044 9.168 4.483
C 7.607 -5.055 -5.754
H 0.972 -5.956 -0.810
H -5.277 4.644 -1.983
C 2.198 -0.185 -7.429
C 7.639 -3.518 -0.928
O 8.555 -4.513 3.097
C 9.651 -4.177 2.784
H -7.934 0.112 1.443
C -8.586 8.066 7.938
H 0.693 -3.151 -1.823
H 8.228 -3.314 -0.031
H 5.886 -3.693 0.333
H -3.918 5.770 3.114
O 2.535 -1.456 -6.878
H -2.749 -0.443 0.136
O 8.213 -4.987 -3.548
O -6.739 7.274 3.455
H -7.644 8.538 8.229
C 1.225 -2.191 -1.638
H -0.713 -1.811 0.934
H 0.500 3.785 2.308
C 1.073 -4.256 1.402
O -8.076 5.935 7.266
H 12.063 -3.956 0.800
C 6.877 -1.572 -1.742
O 6.626 -6.410 -2.807
O 6.865 -0.503 -2.272
O -7.294 -1.862 1.614
H 7.934 -5.451 -6.715
O -9.324 -2.723 2.027
O -0.910 5.233 -0.004
S -1.406 4.062 0.727
H 2.966 1.448 -0.928
C 11.373 -3.503 1.511
C 3.168 -0.554 -1.996
H -9.599 -0.865 2.869
O 2.083 -2.420 -4.883
O -2.375 2.909 -2.693
C 0.578 -1.208 -0.779
C -1.817 0.569 -1.562
H -8.335 -0.954 0.085
H -9.382 7.088 6.173
C 2.525 0.442 -1.120
C -6.699 3.250 -2.832
H -7.368 4.093 -3.027
O 2.285 -4.877 1.424
H 5.577 -4.016 -1.385
H -1.408 0.611 0.653
H -2.842 0.335 -1.966
H -4.703 2.968 -2.032
O -7.488 -4.019 2.249
O -7.716 1.884 0.104
C 1.238 0.070 -0.541
H -6.612 5.255 2.951
O -6.150 3.341 -0.610
C 7.186 -5.865 -3.706
H 9.615 -5.391 -4.998
C -9.503 -1.316 1.878
H 1.368 1.487 -6.322

Output
F_max: 3.953 eV Å⁻¹
Total charge: -1

These are the Mulliken partial charges, in e, on atoms 1 to 6:
1 H 0.310
2 O -0.531
3 C -0.344
4 O -0.332
5 O -0.562
6 C -0.339

no.,E_HOMO (eV),HOMO-LUMO gap (eV),DFT total energy (eV)
1,-8.469,7.31,-147685.47082
2,-5.376,5.81,-87888.90632
3,-8.166,9.07,-27475.36838
4,-4.917,7.43,-20546.19402
5,-6.008,7.41,-125813.46185